Density functional theory data (ωB97M-V with the def2-TZVPD basis set) for a structure of composition C23H49N4OP3Zr at a distorted geometry.

Properties
spin multiplicity	1
net charge	+4
LUMO energy	-15.124	eV
molar mass	581.8	g mol⁻¹
energy	-61759.267	eV
HOMO-LUMO gap	3.75	eV

Structure (XYZ):
```
81
Properties=species:S:1:pos:R:3:forces:R:3
Zr 0.13789 -0.12486 -0.54901 -0.87 -1.37 -0.83
P 0.68728 -2.66953 -0.83611 0.29 -2.27 -0.93
P 2.66249 0.46767 0.04154 2.05 0.29 0.27
P -2.54746 0.34432 -1.03599 -1.86 0.61 -0.38
H 1.20785 4.95454 1.17241 -0.33 -0.24 0.03
C 0.37374 4.43895 1.67529 1.76 0.08 0.15
C 0.77587 4.12463 3.06091 -1.34 1.18 -1.58
H 1.78029 4.38108 3.38573 0.14 -0.24 0.25
C 1.91176 -2.94164 -2.17563 0.38 0.53 -0.18
C 1.16876 -3.96356 0.35856 0.07 0.32 0.73
C -0.81424 -3.40811 -1.58228 -0.61 0.46 0.24
C 3.11547 1.87486 1.11903 -0.27 0.47 0.38
C 3.67360 -0.87005 0.80527 -0.32 -0.46 0.23
C 3.60855 0.80930 -1.48208 -0.38 0.15 -0.60
C -3.10002 2.07358 -0.77039 0.51 0.30 0.24
C -3.92282 -0.54653 -0.20160 0.28 -0.45 0.34
C -3.01570 0.09093 -2.78101 0.55 -0.21 -0.30
H -0.52981 5.05563 1.51166 -0.22 -0.41 0.64
H 0.04304 3.72447 3.75453 0.10 -0.20 0.27
H 1.40212 -3.00494 -3.14634 0.08 0.06 0.34
H 2.46183 -3.87800 -2.00035 -0.26 0.26 0.03
H 2.63191 -2.11442 -2.22294 -0.06 -0.26 -0.07
H 0.83135 -4.93988 -0.01852 0.07 0.31 -0.03
H 0.70830 -3.79320 1.33989 0.19 -0.24 -0.18
H 2.25989 -3.99141 0.47524 -0.27 0.02 0.02
H -0.51403 -4.27958 -2.18215 -0.03 0.24 0.20
H -1.33561 -2.68564 -2.22786 0.15 -0.28 0.03
H -1.50339 -3.73208 -0.78915 0.14 0.02 -0.24
H 3.90962 2.45738 0.63419 -0.21 -0.12 0.23
H 3.47950 1.50724 2.08733 -0.06 0.10 -0.26
H 2.25890 2.53522 1.30639 0.29 -0.08 -0.12
H 4.66129 -0.89003 0.32349 -0.29 0.08 0.14
H 3.20476 -1.85660 0.68369 0.25 0.22 0.04
H 3.80178 -0.67224 1.87855 -0.07 -0.16 -0.31
H 4.29904 1.64062 -1.28814 -0.09 -0.33 -0.15
H 2.92860 1.09356 -2.29581 0.31 0.01 0.03
H 4.17344 -0.08174 -1.78820 -0.18 0.27 0.07
H -3.96265 2.30102 -1.41409 0.27 -0.14 0.20
H -2.28168 2.76448 -1.01535 -0.32 0.05 -0.03
H -3.38830 2.22371 0.27988 0.06 0.01 -0.31
H -4.82949 -0.48223 -0.82172 0.34 0.10 0.11
H -4.14308 -0.10510 0.78146 0.10 -0.20 -0.26
H -3.66927 -1.60864 -0.08109 -0.27 0.21 -0.02
H -4.05028 0.43333 -2.92430 0.29 -0.11 0.13
H -2.95020 -0.97560 -3.03194 -0.06 0.24 -0.04
H -2.34966 0.65442 -3.44648 -0.20 -0.17 0.08
C 0.41147 0.40778 -3.67616 -0.07 0.40 -1.73
C 0.78676 -0.35247 -4.79374 -0.43 0.31 0.41
C 0.65565 0.22120 -6.05954 0.19 0.04 0.00
C 0.20895 1.53990 -6.20391 -0.08 -0.15 0.02
C -0.12234 2.30050 -5.08044 0.19 0.07 0.27
C -0.00857 1.74673 -3.80632 0.05 -0.67 -0.06
O 0.38172 -0.17474 -2.44186 0.07 0.76 2.14
H 0.19844 3.47127 1.12545 -0.18 0.58 0.57
H 1.11922 -1.38048 -4.64414 -0.09 0.31 -0.24
H 0.91211 -0.36792 -6.94176 -0.07 0.21 0.26
H 0.09860 1.97956 -7.19700 0.08 -0.19 0.30
H -0.45802 3.33266 -5.19026 0.09 -0.31 -0.02
H -0.28544 2.30070 -2.90422 0.03 0.02 -0.23
C -1.25973 0.86482 2.37937 -0.51 -0.56 1.03
N -0.48010 -0.31798 1.84436 0.32 0.34 -0.60
C -1.33177 -1.55839 2.04824 -0.57 -0.24 0.87
N -1.71999 -1.74520 3.44963 0.71 0.81 -0.41
C -2.45495 -0.54836 3.92362 -0.09 -0.23 -0.20
N -1.64102 0.68353 3.78817 0.57 -0.18 -0.72
C -0.41671 0.50162 4.59826 -0.09 -0.36 -0.17
N 0.36968 -0.66738 4.14800 -0.40 0.23 -0.94
C 0.73175 -0.48548 2.73505 -0.29 -0.20 1.12
C -0.49240 -1.86822 4.27234 -0.08 -0.08 -0.09
H -2.17391 0.98957 1.78000 0.30 -0.01 0.13
H -0.62775 1.76242 2.30669 -0.06 -0.19 -0.10
H -0.75082 -2.43555 1.72659 -0.18 0.30 0.06
H -2.24201 -1.46197 1.44219 0.29 -0.01 0.13
H -2.68485 -0.69560 4.98878 -0.12 0.11 -0.42
H -3.38087 -0.44074 3.33948 0.20 -0.01 0.29
H 0.20354 1.40588 4.50825 -0.04 -0.16 0.19
H -0.71381 0.33085 5.64289 0.21 0.27 -0.30
H 1.29026 -1.37159 2.40043 -0.06 0.24 0.01
H 1.34602 0.42141 2.66096 -0.02 -0.15 -0.10
H -0.79160 -1.97169 5.32478 0.20 -0.15 -0.35
H 0.07124 -2.75187 3.93935 -0.14 0.20 0.26
```
Forces are in eV/Å.

Density functional theory data (ωB97M-V with the def2-TZVPD basis set) for a structure of composition C30H29N10O2Tl.

Properties
spin multiplicity	1
net charge	0
LUMO energy	-0.522	eV
molar mass	766.0	g mol⁻¹
energy	-55269.252	eV
HOMO-LUMO gap	7.43	eV

Structure (XYZ):
```
72
Properties=species:S:1:pos:R:3:forces:R:3
Tl -0.93119 0.18649 -0.37127 -0.01 0.04 0.01
C 4.53221 -1.70363 1.56135 -0.02 0.00 -0.03
C 3.32682 -2.17350 1.06372 0.04 0.01 -0.02
C 2.18799 -1.38898 1.15122 -0.03 0.01 -0.03
C 2.26145 -0.14063 1.75419 0.02 0.01 0.02
C 3.46780 0.33729 2.26052 0.03 0.01 0.02
C 4.59978 -0.45007 2.16007 -0.01 0.02 0.01
N 1.05516 0.61658 1.77626 0.03 -0.10 -0.03
N 1.06676 1.60256 2.52128 -0.01 0.00 0.05
C -0.12731 2.38311 2.47526 0.05 0.04 0.00
C -0.41678 3.13707 3.60435 0.02 0.00 0.00
C -1.54910 3.93103 3.58522 0.00 0.01 0.01
C -2.32010 3.96718 2.43396 0.00 -0.01 -0.03
C -1.92840 3.19526 1.34995 -0.06 0.05 -0.02
N -0.85756 2.40665 1.36841 0.01 -0.04 0.06
H 5.42967 -2.29645 1.44951 0.01 0.00 0.01
H 3.27913 -3.13682 0.57315 -0.01 0.00 0.00
H 1.24720 -1.73292 0.74197 0.02 0.03 -0.01
H 3.50811 1.32246 2.70299 0.01 0.00 0.00
H 5.54752 -0.07847 2.52671 0.00 0.00 -0.01
H 0.24391 3.08801 4.45839 0.00 -0.01 -0.01
H -1.81678 4.52574 4.44877 0.00 0.00 0.00
H -3.20013 4.59136 2.36550 0.00 0.00 -0.01
H -2.47132 3.21631 0.41246 -0.03 -0.01 0.01
O -2.64097 -6.84169 2.71287 0.00 0.00 0.00
C -2.27652 -5.79819 3.59601 0.00 0.00 0.00
C -1.85776 -4.58969 2.80593 0.01 -0.01 -0.02
C -1.66921 -3.37004 3.44360 0.02 0.02 0.00
C -1.24115 -2.28879 2.69506 0.00 -0.01 0.01
N -1.00786 -2.34849 1.38784 -0.05 -0.03 0.01
C -1.19700 -3.51464 0.77135 0.01 0.01 -0.01
C -1.61680 -4.65860 1.44395 -0.01 -0.01 0.02
C -0.90630 -3.55084 -0.69236 0.00 -0.01 -0.02
C -1.58170 -4.41604 -1.54054 0.00 -0.02 0.01
C -1.26559 -4.42620 -2.89442 0.01 0.01 -0.01
C -1.97577 -5.36969 -3.83102 0.01 -0.01 0.01
O -1.80636 -6.72841 -3.45349 -0.01 0.00 0.01
C -0.27125 -3.56952 -3.33723 -0.02 0.01 0.01
C 0.34739 -2.72669 -2.42176 0.00 -0.02 0.00
N 0.03499 -2.70832 -1.13080 0.02 0.03 -0.01
H -2.79454 -7.64155 3.22259 0.00 0.00 0.00
H -1.43998 -6.10143 4.23617 0.00 0.00 0.00
H -3.11164 -5.52306 4.24954 0.00 0.00 0.00
H -1.84447 -3.26002 4.50673 0.00 0.00 0.00
H -1.07203 -1.32472 3.16446 -0.01 0.00 0.00
H -1.73509 -5.59862 0.92595 0.00 0.00 0.00
H -2.35440 -5.07264 -1.16206 0.00 0.00 0.00
H -1.64101 -5.19617 -4.85822 0.01 -0.01 0.00
H -3.05084 -5.19121 -3.79561 0.00 0.01 -0.01
H -0.86383 -6.92535 -3.43841 0.00 0.00 -0.01
H 0.02166 -3.54552 -4.37932 0.00 0.00 0.00
H 1.13436 -2.04791 -2.73446 0.01 0.00 0.00
C 0.68309 4.54442 -4.03090 -0.01 -0.03 -0.03
C -0.51386 3.96563 -3.35497 -0.01 0.05 0.06
C -1.86440 4.16187 -3.55699 0.02 0.03 0.06
C -2.50488 3.33479 -2.61049 0.04 0.04 0.00
N -1.60877 2.68092 -1.88526 -0.01 0.00 0.02
N -0.40758 3.09330 -2.33579 0.11 -0.20 -0.12
C -3.96786 3.14600 -2.37010 0.00 -0.04 -0.02
H 0.37287 5.22819 -4.81817 0.00 0.00 0.00
H 1.29758 3.76231 -4.47930 0.00 0.00 0.00
H 1.30768 5.09452 -3.32666 0.00 0.01 0.01
H -2.32178 4.82368 -4.27357 0.00 -0.01 -0.01
H 0.42095 2.57780 -2.01550 -0.19 0.18 -0.02
H -4.48570 4.10356 -2.30584 0.01 0.00 0.01
H -4.12918 2.59943 -1.44084 0.01 0.00 -0.01
H -4.43087 2.57496 -3.17673 0.00 0.01 -0.01
N 5.35336 -0.79538 -1.66109 0.06 0.00 0.04
C 4.25754 -0.58200 -1.96506 -0.16 0.00 -0.02
N 3.01887 -0.41638 -2.40824 0.09 -0.14 0.02
C 2.17393 0.33432 -1.81080 -0.05 0.25 0.00
N 1.31831 1.01280 -1.37363 0.05 -0.14 0.00
```
Forces are in eV/Å.

Density functional theory data (ωB97M-V with the def2-TZVPD basis set) for the ion C3H4FO3P with charge -2 at a distorted geometry.

Properties
spin multiplicity	1
net charge	-2
LUMO energy	6.938	eV
molar mass	138.0	g mol⁻¹
energy	-21324.969	eV
HOMO-LUMO gap	6.10	eV

Structure (XYZ):
```
12
Properties=species:S:1:pos:R:3:forces:R:3
C 1.63314 -0.36677 0.75974 0.22 -2.39 1.97
C 0.32645 -0.40469 1.02460 1.10 0.58 -0.98
C -0.74386 0.41430 0.44252 0.16 -3.21 -0.48
O -0.68923 -1.07927 -1.92594 -0.08 -0.93 0.09
O -2.02939 1.10433 -1.77247 -1.22 0.20 -0.24
O 0.48774 1.19364 -1.75751 0.89 0.14 -0.40
F -0.07067 -1.44739 1.85442 -0.23 0.17 0.10
P -0.75167 0.35794 -1.50243 0.66 1.50 0.55
H 2.14164 -1.25991 1.30220 -0.13 1.77 -1.18
H 2.06961 0.27876 0.02019 -0.05 0.06 -0.11
H -0.76464 1.36499 0.85042 -0.11 2.07 0.44
H -1.60911 -0.15593 0.70429 -1.22 0.04 0.26
```
Forces are in eV/Å.

Density functional theory data (ωB97M-V with the def2-TZVPD basis set) for a structure of composition C13H22N6O2S at a distorted geometry.

Properties
spin multiplicity	1
net charge	0
LUMO energy	0.478	eV
molar mass	326.4	g mol⁻¹
energy	-37690.097	eV
HOMO-LUMO gap	9.14	eV

Structure (XYZ):
```
44
Properties=species:S:1:pos:R:3:forces:R:3
C 0.93934 -1.41371 2.83735 0.95 1.28 1.00
H 0.17155 -0.94187 3.49892 0.74 -0.69 -0.47
C 2.25757 -0.73513 3.01407 4.92 -0.89 6.39
H 2.33893 0.35120 3.02384 -0.84 0.04 0.45
C 3.60813 -1.14725 2.27305 -14.63 -7.13 -0.06
N 3.36967 -0.94106 0.96340 -0.88 1.27 -7.60
C 2.82729 -1.67244 0.00203 0.62 2.02 -4.91
N 2.96975 -0.72803 -1.33889 0.37 -2.23 4.36
N 3.51744 0.36295 -0.88329 -0.96 -1.72 3.31
N 3.68398 0.33772 0.44310 0.89 0.28 -1.42
S 2.22679 -3.35866 -0.29619 1.78 1.08 3.18
C 1.75041 -3.45471 -1.98529 -9.03 -2.67 6.35
C 0.41731 -2.47149 -1.91366 -3.97 -8.74 -2.81
O -0.81518 -3.19687 -1.82822 6.89 4.70 0.35
N 0.57977 -1.28347 -2.48357 -1.68 0.27 2.22
N -0.54915 -0.55985 -2.10656 -3.98 2.58 -3.67
C -0.71063 0.14252 -0.80477 0.49 -3.81 -5.07
O 0.13688 -0.16164 -0.00832 -0.57 1.43 0.81
C -1.98226 1.01424 -0.95545 5.63 -8.00 12.43
C -2.34006 1.01664 0.69097 6.68 10.49 -4.69
C -2.83669 2.52401 0.89594 -4.79 -7.03 0.19
C -3.76982 2.72649 -0.23915 3.16 9.69 -0.05
C -2.89594 3.11554 -1.52813 8.86 1.13 15.90
C -1.64213 2.16564 -1.36572 3.99 15.08 -8.90
H -0.71494 2.86560 -1.09838 -1.90 -2.12 1.20
H -1.24802 2.26145 -2.47320 -0.69 -1.32 1.26
H -3.35210 3.12691 -2.24017 -9.23 -1.66 -14.86
H -2.58931 4.21895 -1.63062 0.03 -1.24 1.34
H -4.30832 3.74394 0.08287 0.60 -1.80 -0.97
H -4.52844 2.15460 -0.43789 -3.78 -4.11 -0.82
H -2.16503 3.22181 1.01669 3.81 3.44 0.20
H -3.45341 2.49797 1.77896 -0.08 0.18 0.76
H -1.42936 1.00040 1.23763 1.01 -0.62 0.22
H -2.91118 0.39679 1.03481 -6.77 -6.99 3.14
H -2.69548 0.53556 -1.31856 -5.97 -4.18 -4.05
H -1.42616 -0.62051 -3.00548 3.61 0.53 4.07
H 1.50717 -0.83253 -2.41025 -0.28 -0.02 0.15
H 1.31325 -4.64826 -1.84725 1.39 3.56 -1.47
H 2.39782 -3.08892 -2.56797 5.19 1.83 -5.05
H 4.47474 -1.17079 2.51473 10.53 1.30 3.77
H 3.36293 -2.45068 2.36859 1.06 3.22 -0.37
H 2.62108 -1.30442 4.24594 -0.81 2.57 -3.00
H 0.77324 -1.14571 1.86870 -1.83 -0.07 -2.92
H 1.11858 -2.45292 2.97541 -0.53 -0.93 0.11
```
Forces are in eV/Å.

Question: Which of these has the lowest net charge?
Answer: C3H4FO3P

What did the third record say?
Density functional theory data (ωB97M-V with the def2-TZVPD basis set) for the ion C3H4FO3P with charge -2 at a distorted geometry.

Properties
spin multiplicity	1
net charge	-2
LUMO energy	6.938	eV
molar mass	138.0	g mol⁻¹
energy	-21324.969	eV
HOMO-LUMO gap	6.10	eV

Structure (XYZ):
```
12
Properties=species:S:1:pos:R:3:forces:R:3
C 1.63314 -0.36677 0.75974 0.22 -2.39 1.97
C 0.32645 -0.40469 1.02460 1.10 0.58 -0.98
C -0.74386 0.41430 0.44252 0.16 -3.21 -0.48
O -0.68923 -1.07927 -1.92594 -0.08 -0.93 0.09
O -2.02939 1.10433 -1.77247 -1.22 0.20 -0.24
O 0.48774 1.19364 -1.75751 0.89 0.14 -0.40
F -0.07067 -1.44739 1.85442 -0.23 0.17 0.10
P -0.75167 0.35794 -1.50243 0.66 1.50 0.55
H 2.14164 -1.25991 1.30220 -0.13 1.77 -1.18
H 2.06961 0.27876 0.02019 -0.05 0.06 -0.11
H -0.76464 1.36499 0.85042 -0.11 2.07 0.44
H -1.60911 -0.15593 0.70429 -1.22 0.04 0.26
```
Forces are in eV/Å.

Question: The highest HOMO-LUMO gap belongs to which entry?
Answer: C13H22N6O2S